This record from the Open Molecules 2025 dataset describes a molecular structure, C29H33N4O5Ta. The level of theory is wB97M-V/def2-TZVPD.

```
72
Properties=species:S:1:pos:R:3:mulliken_charge:R:1
Ta -0.23299 0.37063 0.77596 0.85
C -2.83901 -4.33107 -0.86871 -1.44
C -1.38452 -3.85278 -0.85304 0.34
C -0.42833 -5.04293 -0.98951 -1.72
C -1.10517 -2.82104 -1.93179 1.08
C -1.54300 -3.03341 -3.24011 -0.39
C -1.33341 -2.09147 -4.22907 -1.76
C -0.68190 -0.89810 -3.94088 -0.66
C -0.21304 -0.64254 -2.66183 0.67
C 0.57791 0.62169 -2.36234 2.64
C 0.20142 1.81432 -3.23497 -1.87
C 2.07912 0.34278 -2.40556 -1.41
C -0.42334 -1.62834 -1.68539 -0.77
N 0.00620 -1.26318 -0.36260 1.23
C 0.90126 -1.96043 0.40632 -0.47
C 1.76507 -1.22489 1.17293 0.65
C 2.74839 -1.58370 2.15889 -1.76
C 3.39391 -0.44430 2.50658 -0.90
C 2.79702 0.65453 1.79137 -0.33
N 1.82560 0.19296 0.99196 0.80
C 3.16005 2.09802 1.92435 2.42
C 2.43060 2.62577 3.17947 -1.45
C 2.75678 2.89518 0.68226 -1.27
C 4.67781 2.21723 2.13927 -1.83
H -3.02155 -4.99110 -0.02148 0.44
H -3.06971 -4.89229 -1.77356 0.39
H -3.54778 -3.50135 -0.80045 0.27
H -1.22423 -3.38644 0.12481 0.33
H -0.61008 -5.56697 -1.92882 0.42
H -0.57901 -5.75310 -0.17657 0.43
H 0.62069 -4.73730 -0.99563 0.37
H -2.06352 -3.95032 -3.48248 0.46
H -1.68327 -2.28042 -5.23499 0.43
H -0.53640 -0.17236 -4.72842 0.40
H 0.34140 0.98640 -1.31983 -0.81
H 0.52282 1.65483 -4.26403 0.49
H 0.70562 2.71257 -2.87933 0.43
H -0.87446 1.99287 -3.23615 0.41
H 2.35518 0.04955 -3.41917 0.45
H 2.36527 -0.47013 -1.73677 0.23
H 2.64936 1.23395 -2.14437 0.32
H 0.89205 -3.04534 0.44129 0.34
H 2.95081 -2.58790 2.49922 0.62
H 4.21718 -0.35261 3.19516 0.53
H 1.34637 2.56974 3.06834 0.13
H 2.69961 3.67217 3.32365 0.50
H 2.72167 2.07535 4.07455 0.43
H 1.67965 2.89758 0.51500 0.06
H 3.26098 2.51379 -0.20673 0.25
H 3.05922 3.93337 0.81467 0.50
H 4.99969 1.75632 3.07229 0.43
H 4.93904 3.27345 2.19287 0.45
H 5.23746 1.77435 1.31446 0.42
O -3.35444 3.41650 5.00674 -0.40
C -2.68873 2.83903 4.21717 0.36
C -2.33475 1.31748 4.24061 0.12
O -2.67638 0.49495 5.02907 -0.46
C -1.48601 1.15380 3.03309 0.99
C -1.29201 2.29919 2.35020 0.57
O -0.51560 2.26201 1.23735 -0.99
C -2.02193 3.44914 2.94615 0.07
O -2.10527 4.56049 2.52458 -0.48
O -0.89220 0.02222 2.52536 -0.81
N -2.90350 -0.26493 -0.82274 0.02
C -4.01378 0.26192 -1.32918 0.03
C -3.96436 1.63328 -1.13152 -1.28
C -2.76361 1.86084 -0.49076 -0.27
N -2.09846 0.69468 -0.29643 0.05
H -2.57690 -1.21830 -0.92182 0.03
H -4.76076 -0.36218 -1.79335 0.52
H -4.70349 2.36189 -1.41423 0.47
H -2.33827 2.79439 -0.16139 0.69
```

E_LUMO	-8.142	eV
orbital gap	6.386	eV
total charge	+2
F_max	0.1	eV/Å

---

This record from the Open Molecules 2025 dataset describes a molecular structure, C29H33N5Ni in a non-equilibrium geometry. The level of theory is wB97M-V/def2-TZVPD.

```
68
Properties=species:S:1:pos:R:3:mulliken_charge:R:1
Ni -0.12152 -0.17117 0.01234 -0.34
C -1.00286 3.85095 5.65447 -1.60
C -2.19125 3.33191 4.82953 1.86
C -3.08179 2.42307 5.69368 -1.55
C -3.02376 4.52888 4.36234 -2.09
C -1.67308 2.49577 3.68053 0.14
C -0.92551 1.34043 3.93246 -0.61
C -0.51118 0.54074 2.88527 -0.70
N -0.76726 0.83251 1.61331 -0.37
C -1.45804 1.95928 1.33236 -0.34
C -1.92428 2.79162 2.34150 0.66
C -1.64829 2.21854 -0.10225 0.03
C -2.34619 3.30118 -0.61160 -0.24
C -2.46155 3.49714 -1.99055 0.02
C -1.83008 2.55775 -2.80718 -0.51
C -1.16297 1.48691 -2.23697 -0.65
N -1.07391 1.30901 -0.92439 -0.19
C -3.25231 4.66676 -2.52921 1.90
C -3.30018 4.70375 -4.05714 -2.20
C -4.69126 4.54631 -1.99774 -1.54
C -2.60854 5.96868 -2.02540 -1.54
H -1.37576 4.49341 6.44695 0.47
H -0.33053 4.43927 5.03334 0.39
H -0.43764 3.04529 6.11488 0.35
H -3.52833 3.01084 6.48984 0.46
H -2.51933 1.61247 6.14867 0.37
H -3.88421 1.99583 5.09514 0.38
H -3.38557 5.06397 5.23668 0.43
H -3.89351 4.21044 3.79046 0.44
H -2.42844 5.22669 3.77627 0.44
H -0.66980 1.05436 4.93938 0.51
H 0.04051 -0.37348 3.07348 0.51
H -2.48135 3.67511 2.07540 0.61
H -2.80804 3.99703 0.06992 0.56
H -1.85530 2.64781 -3.87948 0.60
H -0.68755 0.73975 -2.86356 0.51
H -3.76731 3.81028 -4.46509 0.46
H -2.30946 4.82728 -4.48805 0.45
H -3.89872 5.55531 -4.36800 0.44
H -5.14385 3.61245 -2.32680 0.39
H -5.28446 5.36747 -2.39082 0.46
H -4.73008 4.59235 -0.91218 0.34
H -1.58323 6.05330 -2.38067 0.40
H -2.60923 6.03164 -0.93991 0.33
H -3.17188 6.81330 -2.41293 0.46
C -3.78798 -4.19550 -0.35845 -0.45
C -3.78117 -2.82471 -0.10938 -0.81
C -2.59311 -2.12791 -0.15217 -0.41
C -1.40048 -2.81217 -0.44750 1.05
C -1.41379 -4.19624 -0.70063 -0.44
C -2.60962 -4.87302 -0.65371 -0.69
N -0.23775 -2.09108 -0.46274 1.03
N 0.84529 -2.65202 -0.76852 -0.85
C 1.99287 -1.93186 -0.73263 0.31
C 3.22031 -2.54674 -0.98722 -0.56
C 4.37034 -1.77987 -0.89620 -0.28
C 4.25954 -0.43364 -0.57269 -0.75
C 2.99758 0.10576 -0.34307 -0.06
N 1.88815 -0.61283 -0.41098 -0.07
H -4.71811 -4.73958 -0.31569 0.42
H -4.70370 -2.31471 0.11966 0.43
H -2.54941 -1.05170 0.03478 0.48
H -0.48242 -4.69523 -0.91986 0.46
H -2.62527 -5.93491 -0.83409 0.41
H 3.24306 -3.59758 -1.23003 0.54
H 5.33742 -2.22267 -1.07202 0.44
H 5.12961 0.20011 -0.50254 0.43
H 2.87892 1.15441 -0.09917 0.50
```

E_LUMO (spin up / spin down)	-7.479 / -7.802	eV
orbital gap (spin up / spin down)	7.018 / 6.683	eV
total charge	+2
spin multiplicity	3
F_max	2.7	eV/Å

---

This record from the Open Molecules 2025 dataset describes a molecular structure, C29H33N7O2S2Sc in a non-equilibrium geometry. The level of theory is wB97M-V/def2-TZVPD.

```
74
Properties=species:S:1:pos:R:3:mulliken_charge:R:1
Sc -1.59573 0.22934 -0.02202 0.64
C 0.21298 -3.82167 0.86704 -1.02
C -0.44700 -2.71885 0.09643 0.88
N -0.69624 -1.58579 0.67686 0.85
N -0.20013 -1.45055 1.97916 -0.81
C -0.83491 -0.63061 2.73719 0.46
S -2.33617 0.21736 2.38633 -0.47
S -0.13921 -0.36322 4.34101 -0.09
C 1.64153 -0.31727 3.93797 -1.25
C 2.30920 -1.62000 3.57868 0.93
C 2.31577 -2.69174 4.46372 -0.30
C 2.95238 -3.87867 4.13083 -0.67
C 3.60538 -4.00312 2.91029 -0.54
C 3.62247 -2.92992 2.03038 -0.59
C 2.97332 -1.74852 2.36431 -0.04
C -0.81374 -2.91091 -1.32375 0.19
C -0.49860 -4.13042 -1.95500 -0.98
C -0.77882 -4.36606 -3.28096 -1.04
C -1.40221 -3.37145 -4.03216 -0.55
C -1.74888 -2.17504 -3.44290 -0.70
C -1.47584 -1.93548 -2.09788 0.89
O -1.87033 -0.76898 -1.56873 -0.32
H 0.80452 -3.40885 1.67804 0.02
H 0.83850 -4.44513 0.24000 0.50
H -0.56026 -4.45262 1.31585 0.27
H 2.07788 0.10171 4.84611 0.52
H 1.77751 0.41479 3.14255 0.28
H 1.79883 -2.60426 5.41325 0.37
H 2.94239 -4.70790 4.82645 0.41
H 4.10788 -4.92699 2.65392 0.40
H 4.13712 -3.01729 1.08065 0.40
H 2.96471 -0.91666 1.66652 0.15
H -0.03051 -4.91633 -1.38510 0.36
H -0.52303 -5.31624 -3.72861 0.43
H -1.63074 -3.54151 -5.07670 0.44
H -2.25559 -1.39848 -4.00079 0.48
N -4.62820 4.54471 2.52220 -0.28
C -4.96715 4.76458 1.22845 0.36
O -5.60264 5.72994 0.86486 -0.62
C -4.50158 3.75469 0.20680 0.33
C -4.95725 3.89465 -1.09825 -0.32
C -4.55471 2.98539 -2.06045 -0.89
C -3.69527 1.96807 -1.69225 -0.25
N -3.23970 1.83364 -0.43979 0.16
C -3.64398 2.71280 0.48736 -0.47
H -4.98419 5.19472 3.20350 0.24
H -4.22678 3.68706 2.85342 0.17
H -5.62649 4.71526 -1.32287 0.51
H -4.90177 3.05408 -3.08177 0.45
H -3.35377 1.22860 -2.40575 0.44
H -3.23738 2.55002 1.47706 0.17
C 3.25321 0.32747 -2.90865 -0.69
C 2.60224 -0.78659 -2.11969 -0.65
N 1.51739 -0.23434 -1.31177 0.30
C 1.33019 1.06465 -1.00525 0.42
N 0.20244 1.41116 -0.39204 0.24
C 0.09224 2.80112 0.06765 -0.38
C 0.72670 3.75574 -0.91913 -0.76
C 2.18195 3.37173 -1.05675 -0.67
N 2.30088 1.93733 -1.33777 0.18
C 3.54653 1.46514 -1.94982 -0.70
H 2.57713 0.68007 -3.69072 0.29
H 4.16989 -0.02229 -3.38113 0.42
H 3.34072 -1.25873 -1.46727 0.24
H 2.18395 -1.55798 -2.76519 0.35
H 0.75394 -0.85234 -1.08248 -0.40
H 0.56312 2.91162 1.05024 0.22
H -0.96220 3.03983 0.20161 0.05
H 0.63958 4.78772 -0.57956 0.41
H 0.22627 3.67111 -1.88726 0.29
H 2.72782 3.61590 -0.14129 0.27
H 2.65942 3.90734 -1.87643 0.46
H 4.24898 1.13955 -1.17615 0.24
H 3.99406 2.31394 -2.46260 0.40
```

E_LUMO	-2.856	eV
orbital gap	7.949	eV
energy above the lowest of the compared OMol25 structures with the same formula, charge and spin	0.000	eV
total charge	+1
F_max	1.7	eV/Å

---

Number 1: E -1776.5973 a.u.. Number 2: E -2906.4969 a.u.. Number 3: E -3215.7863 a.u..